(1)
{"formula": "C25H20Cl3N4O6RuS", "method": "the ωB97M-V functional and the def2-TZVPD basis", "charge": 0, "lumo_energy_ev": [-0.4543, -0.6825], "spin_multiplicity": 2, "elements": ["C", "C", "H", "H", "C", "H", "O", "N", "H", "C", "C", "H", "H", "C", "C", "H", "C", "C", "O", "C", "O", "C", "C", "Cl", "H", "H", "C", "Cl", "N", "C", "N", "O", "H", "Cl", "C", "C", "O", "C", "C", "C", "C", "H", "N", "S", "C", "C", "C", "Ru", "C", "H", "H", "H", "H", "H", "H", "C", "H", "H", "O", "H"], "xyz": [[-0.458519, -2.984975, -4.417344], [0.242935, -1.458941, 5.232795], [1.641491, 6.126958, 2.779885], [-0.014541, 4.816954, 3.962784], [-0.051579, -3.631463, -3.289874], [-0.147657, 0.483993, 6.081095], [-3.409625, 1.414304, 2.799141], [-0.875161, 0.378797, 4.169263], [-1.632217, 2.937150, 3.873819], [-0.213586, 4.309582, 3.025503], [1.231762, 0.241503, -0.646921], [0.735252, -1.868106, 6.101929], [-2.503217, -0.656237, -2.944989], [3.868591, 1.207586, -0.999715], [-0.488617, -3.230854, -2.002223], [-2.688797, 0.152774, -6.414674], [-1.341152, -1.885788, -4.302051], [-0.717842, 3.023555, 0.614390], [-1.646188, -1.275646, -5.455360], [-2.527196, -0.161130, -5.388911], [-2.984629, 1.196009, 0.347931], [-1.367553, 2.624526, 1.774323], [0.092660, -2.191249, 4.071800], [0.344073, 1.674217, -2.777815], [1.909058, 5.957668, 1.106472], [1.814798, -4.827957, -0.475765], [-1.016859, -0.423245, 3.121230], [5.485558, 1.810050, -1.225579], [-1.599255, -0.066148, 1.922122], [-0.021468, -3.856005, -0.803603], [-0.544140, -1.685159, 3.024277], [-0.010244, -0.178701, -0.549036], [0.470484, -3.202480, 3.970568], [2.006091, -1.503800, 1.233951], [-1.824735, -1.487083, -3.074091], [-1.418229, -2.155580, -1.912046], [-0.261411, -3.380052, 0.338695], [-1.117471, 3.266286, 2.982532], [0.187620, 4.062032, 0.657001], [2.327349, -0.212331, 0.108802], [0.808009, -5.105529, -0.794690], [0.697113, 4.371843, -0.250659], [1.306923, 5.800599, 1.892991], [-2.507828, 1.307682, 1.691016], [-0.259675, -0.160782, 5.215269], [2.846615, 1.662920, -1.816068], [0.445710, 4.726290, 1.861619], [-0.783981, -1.401753, 0.722995], [3.622354, 0.246448, -0.040724], [3.047797, 2.382142, -2.597830], [-3.480030, -0.441422, -4.937154], [0.628329, -4.465162, -3.393695], [0.861912, -5.620950, -1.747170], [0.400786, -5.778711, -0.040382], [-0.121030, -3.282733, -5.400543], [1.565294, 1.179965, -1.646333], [4.420385, -0.151978, 0.570185], [-0.929867, 2.511777, -0.313178], [-1.969248, -1.793273, -0.778454], [-2.075420, 0.651596, -4.817505]], "forces_ev_per_angstrom": [[0.037, -0.060, 0.052], [-0.013, 0.062, 0.003], [0.048, -0.020, 0.034], [-0.022, 0.007, -0.026], [-0.013, 0.018, -0.059], [-0.014, -0.022, -0.002], [-0.042, 0.008, -0.006], [-0.015, -0.131, 0.139], [-0.004, 0.023, -0.023], [-0.003, -0.011, -0.039], [0.238, -0.058, -0.017], [-0.013, 0.019, -0.006], [0.057, -0.042, 0.021], [0.060, 0.003, -0.037], [0.293, -0.003, 0.126], [0.012, 0.020, -0.027], [0.021, -0.005, 0.146], [0.075, -0.044, -0.003], [-0.092, 0.036, -0.141], [0.015, 0.010, -0.039], [-0.007, 0.023, 0.039], [0.037, 0.119, 0.048], [0.024, -0.009, -0.007], [-0.018, 0.035, 0.199], [0.057, -0.031, 0.001], [0.007, -0.018, -0.008], [-0.228, 0.263, -0.424], [-0.072, -0.005, 0.028], [-0.061, 0.404, 0.031], [-0.287, 0.056, -0.189], [-0.291, 0.034, -0.053], [0.190, 0.497, -0.727], [0.015, 0.024, -0.014], [0.556, 0.122, 0.206], [-0.082, -0.094, -0.077], [-0.205, 0.125, 0.381], [0.441, 0.025, -0.368], [0.026, 0.037, -0.043], [0.066, 0.052, -0.066], [-0.399, -0.084, -0.031], [-0.074, -0.060, -0.007], [-0.040, -0.001, 0.061], [-0.126, 0.039, -0.033], [-0.024, -0.141, 0.110], [0.006, -0.030, -0.031], [0.043, 0.083, -0.011], [0.051, -0.016, 0.032], [0.548, -1.580, 1.578], [-0.011, 0.010, 0.003], [-0.004, -0.021, 0.010], [-0.004, -0.002, -0.010], [0.041, 0.019, 0.028], [-0.030, 0.015, -0.005], [0.013, 0.023, 0.008], [-0.001, 0.026, 0.022], [-0.068, -0.078, -0.107], [-0.035, 0.012, 0.002], [-0.021, -0.020, -0.077], [-0.642, 0.324, -0.608], [-0.019, 0.009, 0.011]], "mulliken_spin": [0.00, 0.00, 0.00, 0.00, 0.00, 0.00, 0.00, 0.00, 0.00, 0.00, 0.00, 0.00, 0.00, 0.01, 0.01, 0.00, 0.00, 0.01, 0.00, 0.00, 0.00, 0.00, 0.00, 0.00, 0.00, 0.00, 0.01, 0.00, 0.04, -0.01, 0.00, 0.01, 0.00, 0.01, 0.00, 0.00, 0.01, 0.00, 0.00, 0.02, 0.00, 0.00, 0.00, 0.01, 0.00, -0.01, 0.00, 0.88, -0.01, 0.00, 0.00, 0.00, 0.00, 0.00, 0.00, 0.01, 0.00, 0.00, -0.01, 0.00]}

(2)
{"formula": "C4H8N8O3", "method": "the ωB97M-V functional and the def2-TZVPD basis", "charge": 2, "lumo_energy_ev": -7.5254, "spin_multiplicity": 1, "elements": ["H", "N", "N", "N", "N", "N", "N", "H", "N", "O", "C", "O", "C", "C", "H", "N", "H", "H", "H", "C", "H", "O", "H"], "xyz": [[7.545408, 4.792987, 7.774333], [8.480221, 2.562659, 6.133450], [-8.321791, -1.244874, -6.826435], [-8.608924, -3.480787, -6.063909], [-7.802045, -4.101028, -6.854440], [-9.587849, -0.095160, -5.563706], [7.353769, 4.687142, 6.813778], [-10.541279, -1.679536, -4.546889], [7.322660, 0.725756, 4.989980], [-6.986869, -3.372277, -7.603235], [-9.800376, -1.330179, -5.219640], [-8.672345, -0.035955, -6.509131], [8.398436, 1.118597, 5.491013], [8.029404, 3.650927, 6.448858], [-9.278723, -4.162357, -5.567676], [9.418985, 0.215721, 5.425389], [6.726881, 5.214211, 6.278951], [9.221177, -0.564279, 4.813664], [6.071607, 1.729411, 3.865781], [-8.815459, -2.094493, -5.983714], [-6.447977, -3.919268, -8.131061], [6.138052, 1.408039, 4.756284], [10.157036, -0.025257, 6.078355]], "forces_ev_per_angstrom": [[-0.541, 1.350, 1.542], [-1.122, 4.184, 0.754], [3.347, -1.544, -1.388], [0.612, -1.221, -1.627], [0.233, 0.001, 0.057], [-2.320, 0.700, 2.050], [2.303, -1.759, 0.706], [-0.401, 0.186, 0.667], [-1.343, -0.264, -1.428], [-3.286, 2.001, 3.106], [2.074, -0.306, -0.955], [-0.525, -0.786, -0.180], [-0.769, 0.025, 0.608], [0.839, -6.890, -3.034], [1.438, 1.271, -0.850], [1.154, 0.769, 0.335], [-0.904, 0.848, -0.947], [-0.289, 0.321, -0.061], [0.523, -0.147, -1.142], [-2.301, 1.795, 0.170], [1.106, -2.106, -1.066], [0.624, 0.655, 2.371], [-0.451, 0.919, 0.313]], "mulliken_charge": [0.25, -0.17, -0.15, 0.29, -0.26, -0.23, -0.34, 0.39, -0.22, -0.16, -0.27, 0.03, 0.36, 0.71, 0.36, -0.35, 0.26, 0.28, 0.35, 0.59, 0.42, -0.37, 0.24]}

(3)
{"formula": "CH3IOS2", "method": "the ωB97M-V functional and the def2-TZVPD basis", "charge": 0, "lumo_energy_ev": [-1.5177, -2.1212], "spin_multiplicity": 1, "elements": ["H", "H", "I", "O", "S", "S", "H", "C"], "xyz": [[0.401846, 2.043723, -1.385089], [0.550028, 2.271941, 0.366585], [-0.795956, -4.021669, -0.048384], [-1.299750, -1.062253, 1.295679], [1.638422, 0.198980, -0.542409], [-0.238644, -2.018901, 1.272360], [-0.646384, 1.133056, -0.464060], [0.390438, 1.455123, -0.494684]], "forces_ev_per_angstrom": [[0.316, 0.371, -0.837], [-0.298, -2.133, -1.468], [-0.031, 0.296, 0.147], [-1.891, 1.481, -0.052], [-0.175, -0.144, 0.294], [1.930, -1.696, -0.169], [-0.023, -0.670, 0.587], [0.173, 2.495, 1.498]], "mulliken_charge": [0.31, 0.26, 0.00, -0.31, -0.11, 0.30, 0.28, -0.72]}

(4)
{"formula": "C32H35BGe2NO2RhS2", "method": "the ωB97M-V functional and the def2-TZVPD basis", "charge": 1, "lumo_energy_ev": [-5.5677, -5.3892], "spin_multiplicity": 2, "elements": ["C", "H", "Rh", "B", "H", "H", "C", "H", "C", "C", "H", "C", "C", "H", "C", "C", "C", "C", "C", "H", "H", "C", "H", "H", "C", "C", "H", "H", "S", "C", "H", "N", "C", "Ge", "C", "H", "C", "H", "H", "C", "H", "H", "C", "H", "H", "H", "S", "H", "H", "C", "C", "H", "H", "C", "H", "H", "O", "C", "C", "C", "H", "H", "C", "Ge", "H", "H", "H", "H", "O", "C", "C", "H", "H", "C", "C", "C"], "xyz": [[-2.066702, 3.248963, -2.603684], [4.691746, -3.366662, -0.906508], [0.033036, -0.278333, 0.322561], [2.094835, -0.524669, 0.478731], [-2.652006, -6.345296, -2.453989], [8.287787, -4.472965, -0.840099], [-0.866125, -3.517792, -1.956218], [-4.279104, 4.463015, -0.397695], [-1.722326, 1.923748, -2.390520], [7.466351, -3.797585, -0.616900], [-1.064969, 1.041838, -5.588243], [-2.260139, -5.490078, -1.927744], [-1.227295, -3.286036, -0.628694], [-2.656929, -1.243606, -2.280006], [7.781735, -4.431124, 1.770499], [3.795961, -1.930875, 0.388607], [-1.389905, -2.234677, 1.335975], [-3.418877, -0.126627, -0.612677], [-4.486809, -2.069166, -1.551880], [-2.327607, 4.817158, -4.031555], [7.870845, -2.797329, -0.482463], [4.719892, -2.896594, 0.061896], [-0.185077, -2.836433, -2.444885], [-3.078877, 3.052212, 3.526445], [-5.514056, -1.955531, -0.628683], [5.684489, -3.229928, 1.015487], [-1.813044, 1.859187, 3.192469], [-0.896505, 4.661552, 0.052523], [-1.066860, -0.939560, 2.386607], [-1.013768, 4.121267, 0.986428], [-1.011302, 0.120702, -3.309234], [-0.847779, -2.228439, 0.132832], [-1.705747, 2.987673, -4.957529], [-2.656112, 2.981666, 1.029047], [3.794085, -1.295131, 1.648927], [-1.698261, 3.400473, -5.954579], [-1.344178, 1.666662, -4.752801], [7.330693, -4.855664, 2.664304], [-2.349802, 3.871849, -1.764442], [-5.496294, -0.931608, 0.302460], [-1.087654, 4.834473, 1.803786], [-1.166476, -4.787419, -3.635369], [-4.336114, 3.980771, 0.572686], [-0.139868, 3.490665, 1.144705], [5.337466, -5.550119, -0.396546], [6.814676, -6.351883, 0.127494], [-2.435369, -3.600897, 1.650376], [8.248886, -3.481604, 2.018485], [6.381362, -2.877547, 3.015283], [4.724256, -1.635171, 2.612278], [-2.784950, 2.229575, 2.877583], [5.560459, -5.957098, 1.303252], [-4.455933, 4.744066, 1.338549], [-1.403231, -4.611494, -2.597398], [-6.328264, -2.663737, -0.639859], [-3.510902, 1.429593, 2.981557], [2.761683, -1.447431, -0.335345], [-2.616604, -5.282256, -0.608930], [-4.442211, -0.035893, 0.319780], [-2.059143, 3.782211, -3.879456], [-4.428037, 0.750825, 1.062235], [4.725596, -1.165525, 3.582137], [6.743898, -4.256202, 0.660340], [-1.762958, 1.014928, -0.601677], [-5.202734, 3.326645, 0.590512], [-3.281843, -5.951745, -0.088207], [6.799625, -3.786491, -1.474172], [-4.491885, -2.865630, -2.281589], [2.768216, -0.427490, 1.701310], [5.654665, -2.599182, 2.271796], [6.067612, -5.612522, 0.405295], [8.564923, -5.108671, 1.440804], [-6.299695, -0.829133, 1.016609], [-2.109281, -4.166806, 0.034611], [-1.329022, 1.143994, -3.473042], [-3.449786, -1.154631, -1.548478]], "forces_ev_per_angstrom": [[-0.089, 0.118, 0.638], [0.012, -0.074, -0.156], [0.362, -0.817, 0.996], [0.875, -1.649, 0.711], [-0.060, -0.103, -0.049], [0.100, -0.097, -0.058], [-0.071, 0.121, 0.393], [0.045, 0.014, -0.088], [0.881, -1.333, 0.456], [-0.033, -0.048, 0.221], [0.045, -0.007, -0.093], [-0.006, -0.003, -0.057], [-0.511, -1.161, -0.654], [-0.018, -0.082, -0.064], [-0.165, 0.053, -0.165], [0.959, 0.173, 1.811], [-0.475, -1.131, -0.383], [1.454, -0.443, -0.345], [-0.037, -0.091, -0.205], [-0.034, 0.062, -0.002], [0.083, 0.121, -0.028], [-0.146, 0.229, -0.030], [0.052, 0.039, -0.106], [-0.012, 0.075, 0.106], [-0.009, -0.073, -0.056], [-0.136, 0.310, 0.424], [0.075, 0.024, 0.004], [-0.008, 0.041, -0.100], [0.642, 0.939, 0.151], [-0.713, -0.236, 0.151], [-0.022, -0.063, -0.143], [0.413, 0.897, 0.873], [0.013, 0.017, -0.027], [1.104, -0.196, 0.519], [1.270, -1.562, -1.014], [-0.017, 0.037, -0.086], [0.107, -0.147, -0.161], [0.000, -0.006, 0.154], [0.011, 0.091, -0.004], [-0.104, 0.060, -0.030], [0.096, 0.160, 0.052], [0.065, -0.080, -0.067], [0.632, -0.639, -0.145], [-0.023, -0.021, 0.032], [-0.099, -0.007, -0.119], [0.080, -0.111, -0.043], [0.564, 0.714, -0.334], [0.110, 0.090, 0.087], [0.091, 0.001, 0.066], [-0.523, 0.445, -0.186], [0.000, 0.303, -0.705], [-0.078, -0.073, 0.096], [0.096, 0.029, 0.131], [-0.075, -0.081, 0.017], [-0.082, -0.074, 0.017], [-0.064, -0.054, -0.046], [-1.724, 1.094, -0.767], [0.002, 0.034, -0.023], [0.230, 0.411, 0.242], [-0.074, 0.015, -0.100], [-0.004, -0.015, 0.109], [-0.009, 0.051, 0.124], [0.131, -0.277, -0.188], [-3.420, 2.810, -0.206], [-0.035, -0.086, 0.007], [-0.093, -0.148, -0.019], [-0.073, 0.024, -0.122], [-0.034, -0.093, -0.053], [-1.997, 1.471, -0.526], [0.118, -0.339, -0.440], [0.130, 0.169, 0.079], [0.044, -0.098, -0.062], [-0.055, -0.002, 0.063], [0.402, 0.349, -0.289], [-0.044, -0.028, -0.105], [-0.120, -0.043, -0.082]], "mulliken_spin": [-0.01, 0.00, 0.77, -0.11, 0.00, 0.00, 0.01, 0.00, 0.00, 0.00, 0.00, 0.00, -0.01, 0.00, 0.00, 0.00, 0.01, -0.01, 0.00, 0.00, 0.00, 0.00, 0.01, 0.00, 0.00, 0.00, 0.00, 0.00, 0.23, -0.01, 0.00, 0.10, 0.00, -0.02, -0.01, 0.00, 0.00, 0.00, 0.00, 0.00, 0.00, 0.00, 0.00, 0.01, 0.00, 0.00, 0.00, 0.00, 0.00, 0.00, 0.00, 0.00, 0.00, 0.00, 0.00, 0.00, 0.03, 0.00, -0.01, 0.00, 0.00, 0.00, 0.00, -0.04, 0.00, 0.00, 0.00, 0.00, 0.04, 0.00, 0.00, 0.00, 0.00, 0.00, 0.00, 0.00]}

Taking the records one at a time from the top gives total energy values of -95478.5637; -22315.3488; -32901.6982; -177717.8861 eV.
Taking the records one at a time from the top gives relative energy (zero: lowest compared OMol25 entry of this formula, charge and spin) values of 1.688; 0.731; 2.121; 0.176 eV.